# 1
DFT (wB97M-V/def2-TZVPD) results for a 32-piece molecular cluster, C60H199N15O32 overall.

Output
Multiplicity: 1
Frontier orbital gap (hartree): 0.3240
LUMO (eV): 0.3188

```
306
C60H199N15O32 wB97M-V/def2-TZVPD
O -4.0967 -5.4471 -2.6549
H -3.7809 -6.2906 -2.9069
H -4.6606 -5.6160 -1.9197
O 3.4452 0.4900 4.6575
H 3.1164 -0.2909 4.1221
H 2.7327 1.1067 4.9004
O 0.3427 -0.9172 -6.1672
H -0.5751 -0.7932 -6.1005
H 0.4847 -1.5278 -6.8952
O -5.8960 -5.6080 -0.4113
H -5.4474 -4.7320 -0.1902
H -6.8473 -5.4530 -0.3103
O 3.5884 4.4149 1.0350
H 4.1418 4.5620 0.2532
H 2.6484 4.5163 0.7943
O -2.0400 1.6646 2.8600
H -1.6614 1.4582 1.9908
H -2.1105 2.6390 2.8835
O 5.6438 0.2672 -4.4142
H 5.7619 1.0267 -4.9854
H 4.7234 -0.1401 -4.5836
O -5.4022 -2.9660 -0.0041
H -5.1207 -2.2379 0.5845
H -4.8771 -2.7568 -0.7923
O -4.5630 -0.9197 1.6423
H -4.9458 -0.0310 1.5753
H -4.3503 -1.0934 2.5415
O -0.1986 -5.7686 -2.9082
H 0.4818 -6.3362 -2.5173
H -0.3271 -5.0948 -2.1714
O 0.2677 -3.7110 -0.8493
H 1.1413 -3.3296 -1.1284
H -0.3733 -3.0600 -1.1822
O -3.3708 1.7508 -3.5881
H -3.5095 2.6057 -3.1499
H -4.2338 1.3261 -3.5586
O -4.6865 -1.6515 -2.8097
H -5.0180 -1.8657 -3.6753
H -3.8675 -2.1938 -2.7053
O -2.5555 -3.2599 -3.2098
H -3.0891 -4.0874 -3.0751
H -1.9817 -3.5475 -3.9866
O -4.4304 2.5680 4.0955
H -3.6789 2.0157 3.8496
H -4.9329 1.9666 4.6840
O 5.7948 1.8978 5.9823
H 4.9133 1.4411 6.0032
H 6.0518 2.0595 5.0793
O -2.1799 -0.7980 -5.3113
H -2.6954 -0.0579 -4.9908
H -2.4437 -1.5265 -4.7057
C -3.5958 -4.2634 2.4765
C -2.5370 -3.6566 1.5296
C -1.1843 -3.3744 2.2586
O -1.1929 -2.5213 3.3467
C -1.0893 -1.1399 2.9154
N -2.5140 -4.4789 0.2956
H -3.6744 -3.5870 3.3628
H -3.2522 -5.2572 2.7721
H -4.5131 -4.4062 1.9436
H -2.8711 -2.7170 1.1383
H -0.5657 -2.9662 1.4616
H -0.7706 -4.3434 2.6130
H -0.9721 -0.5523 3.8466
H -2.0734 -0.7775 2.5051
H -0.2758 -0.9328 2.2147
H -2.0154 -5.3383 0.4909
H -2.0629 -3.8560 -0.3894
C -4.1264 -0.7616 5.4048
C -5.6620 -0.7221 5.4311
C -6.3191 -1.7816 6.2653
O -5.9417 -3.0519 5.7722
C -6.1689 -4.0577 6.6958
N -6.0134 0.6386 6.0122
H -3.7195 -0.4971 6.3528
H -3.7043 -0.0930 4.7094
H -3.8078 -1.8325 5.1737
H -6.1180 -0.6758 4.4618
H -7.4189 -1.6829 6.3268
H -5.9544 -1.6834 7.3443
H -7.2741 -4.1889 6.7316
H -5.8345 -3.7701 7.7170
H -5.7507 -4.9704 6.3638
H -5.5443 0.8854 6.8882
H -6.9356 0.6406 6.2544
C -4.1767 3.5196 -0.4356
C -5.1831 2.4231 0.1293
C -5.6554 1.4598 -1.0132
O -6.1420 2.1190 -2.1650
C -7.3160 2.8434 -1.8892
N -4.6648 1.6635 1.2243
H -4.6857 4.1832 -1.1427
H -3.2740 3.1028 -0.8784
H -3.8819 4.1483 0.4018
H -6.0559 2.8828 0.4910
H -6.4339 0.7537 -0.6511
H -4.7860 0.7710 -1.3095
H -7.1185 3.7432 -1.3609
H -8.0985 2.2484 -1.3656
H -7.6867 3.1540 -2.8891
H -3.7195 1.3937 1.1789
H -4.8817 2.0240 2.1349
C 3.1458 -3.5487 -4.1351
C 2.6347 -2.1471 -3.7704
C 3.1412 -1.6568 -2.4239
O 2.6782 -2.4708 -1.3752
C 3.1016 -1.9122 -0.1031
N 3.1368 -1.2452 -4.7709
H 4.1358 -3.5476 -4.6230
H 2.5779 -4.0901 -4.8891
H 3.2445 -4.1166 -3.2469
H 1.4819 -2.2379 -3.8511
H 2.7783 -0.6185 -2.3388
H 4.2052 -1.5796 -2.4456
H 2.8607 -0.8512 0.0119
H 4.1651 -2.0309 0.0151
H 2.5993 -2.4997 0.6729
H 2.4709 -0.6775 -5.1808
H 3.6460 -1.7582 -5.4989
C 0.9719 -4.0636 6.1288
C 2.2630 -3.4278 5.5559
C 2.0034 -3.0840 4.0979
O 2.8782 -2.1169 3.5600
C 4.1931 -2.5903 3.2343
N 2.6524 -2.3664 6.5006
H 1.3075 -4.6109 6.9581
H 0.5052 -4.6861 5.4007
H 0.2974 -3.2301 6.3013
H 3.0515 -4.1926 5.6198
H 1.0205 -2.6613 4.0720
H 2.0113 -3.9603 3.4495
H 4.1050 -3.4705 2.5936
H 4.7430 -2.8145 4.1777
H 4.7678 -1.8175 2.7524
H 1.8701 -1.7696 6.7553
H 3.3872 -1.7434 6.1585
C 3.4497 3.1134 -7.9482
C 2.7435 2.2718 -6.8705
C 1.4690 3.0996 -6.4136
O 1.8701 4.1983 -5.7215
C 0.7035 4.7856 -5.1140
N 2.3190 1.0159 -7.4891
H 2.7866 3.2594 -8.7772
H 4.2647 2.5198 -8.3808
H 3.8364 4.0396 -7.5073
H 3.4428 2.2466 -6.0346
H 0.8529 2.5402 -5.7060
H 0.9153 3.4144 -7.3034
H 0.9283 5.7890 -4.7938
H 0.3519 4.1809 -4.2378
H -0.0727 4.7976 -5.9091
H 1.6632 0.4170 -6.9640
H 1.9361 1.1956 -8.4493
C -1.6600 6.7323 1.6140
C -1.3655 5.2095 1.6055
C 0.0822 4.8995 1.6662
O 0.8282 5.3284 0.5242
C 0.3287 4.7315 -0.6662
N -2.1381 4.5224 2.6710
H -2.7121 6.9476 1.6689
H -1.2253 7.2181 0.7218
H -1.1125 7.1531 2.4452
H -1.9008 4.8436 0.7435
H 0.2237 3.7958 1.8287
H 0.5062 5.4090 2.5365
H 0.8127 5.1161 -1.5263
H -0.6798 5.0948 -0.8435
H 0.4109 3.6433 -0.5788
H -3.1111 4.7695 2.5574
H -1.9477 4.7681 3.5963
C 3.6334 2.8006 -2.4730
C 4.3695 4.1126 -2.6621
C 5.7890 4.0475 -2.1062
O 5.7253 4.0669 -0.6829
C 7.0610 4.4226 -0.1948
N 4.5780 4.3393 -4.1101
H 4.1462 2.0412 -3.0388
H 2.6506 2.9356 -3.0211
H 3.5546 2.5971 -1.4178
H 3.8152 4.9414 -2.1390
H 6.3256 4.9496 -2.3883
H 6.2741 3.1234 -2.5022
H 7.0653 4.2952 0.9079
H 7.3065 5.4912 -0.3887
H 7.7898 3.7217 -0.6363
H 3.7510 4.1881 -4.6411
H 5.0487 5.2247 -4.3604
C 2.7066 -7.1740 1.1004
C 2.2612 -6.4452 -0.1113
C 3.4401 -5.8911 -0.9197
O 4.3578 -5.3678 -0.0510
C 5.5654 -4.8399 -0.6690
N 1.4271 -7.3075 -0.9706
H 3.3271 -8.0953 0.8885
H 1.8209 -7.4145 1.7535
H 3.3904 -6.5647 1.6636
H 1.6781 -5.5839 0.1394
H 3.1059 -5.0540 -1.4964
H 3.8685 -6.6645 -1.5457
H 6.1426 -4.2950 0.1247
H 5.4838 -4.1750 -1.5644
H 6.1887 -5.6875 -1.0287
H 0.8277 -7.7309 -0.2868
H 1.9353 -8.0466 -1.4591
C -5.6932 -4.5435 -6.1284
C -6.5416 -3.8124 -5.1199
C -6.8133 -2.4481 -5.6487
O -5.6166 -1.6663 -5.6471
C -5.9128 -0.3888 -6.1489
N -7.7476 -4.5229 -4.7998
H -4.8584 -3.8981 -6.4289
H -6.2614 -4.9455 -6.9740
H -5.2971 -5.3874 -5.6259
H -5.8866 -3.6561 -4.2452
H -7.5482 -1.9947 -4.9809
H -7.1905 -2.4601 -6.6687
H -6.6079 0.1612 -5.4962
H -6.3205 -0.5267 -7.1453
H -4.9606 0.1265 -6.2754
H -7.5086 -5.3554 -4.2505
H -8.1521 -3.9000 -4.1189
C -2.0319 -5.8896 -6.0773
C -1.0957 -4.7642 -6.5067
C -1.8780 -3.8666 -7.5367
O -0.8838 -3.0003 -8.1357
C -1.5152 -2.0769 -9.0407
N -0.6486 -3.9403 -5.3440
H -1.6264 -6.4745 -5.2375
H -2.1697 -6.5740 -6.9541
H -3.0062 -5.4960 -5.7008
H -0.1773 -5.1472 -7.0373
H -2.5719 -3.2595 -6.9209
H -2.3881 -4.5011 -8.2684
H -0.6965 -1.6323 -9.6061
H -2.0398 -1.2906 -8.4701
H -2.1767 -2.5709 -9.7233
H -0.1358 -4.5870 -4.7808
H -0.0616 -3.1326 -5.6388
C -0.3402 1.9932 6.1909
C 0.4339 3.0973 5.5949
C 0.1247 4.3873 6.2701
O -1.1979 4.8365 6.0242
C -1.3985 6.1546 6.4377
N 1.8805 2.7207 5.6547
H -0.4131 1.1772 5.4433
H -1.3594 2.2213 6.4008
H 0.1102 1.5859 7.1383
H 0.2305 3.1775 4.5514
H 0.7575 5.1837 5.8470
H 0.3389 4.1829 7.3067
H -0.6749 6.4292 7.2471
H -2.4282 6.3264 6.7378
H -1.1860 6.7720 5.5639
H 2.3926 3.5825 5.4290
H 2.0517 2.7529 6.6693
C 5.5136 6.0191 5.3585
C 4.2513 5.2109 5.7337
C 3.5159 5.7971 6.9769
O 3.1562 7.1279 6.6802
C 2.2200 7.7772 7.5020
N 3.2356 5.1119 4.6744
H 5.3016 7.0929 5.2926
H 5.9154 5.6830 4.4014
H 6.3644 5.8556 5.9969
H 4.4967 4.1217 5.9656
H 4.1694 5.7004 7.8659
H 2.7508 5.0417 7.1592
H 1.9864 8.7478 6.9952
H 2.7575 8.1570 8.4398
H 1.3642 7.1136 7.7452
H 2.7535 5.9825 4.5560
H 3.6874 4.9086 3.7538
C 6.9386 0.5227 2.8098
C 6.1821 1.5745 2.0755
C 5.1821 0.8264 1.1005
O 5.7080 -0.1068 0.2208
C 6.4171 0.3505 -0.9206
N 5.4028 2.4463 2.9431
H 7.6072 0.9588 3.5542
H 7.5838 -0.0386 2.1018
H 6.2556 -0.1409 3.3389
H 6.8517 2.2672 1.5523
H 4.5710 1.5736 0.5538
H 4.4959 0.1745 1.7206
H 5.9883 1.2430 -1.3037
H 6.4060 -0.4801 -1.6686
H 7.4629 0.6043 -0.7835
H 4.8626 3.0803 2.3695
H 4.6806 1.8035 3.2535
C -1.6454 -0.4463 -0.7206
C -0.6312 0.3859 -1.4337
C 0.5873 0.7000 -0.5591
O 0.1777 1.3360 0.6358
C 1.2737 1.5118 1.5365
N -0.1073 -0.2595 -2.6763
H -1.1839 -1.3582 -0.2897
H -2.4746 -0.6927 -1.3591
H -2.1468 0.1315 0.1162
H -1.0126 1.3025 -1.7718
H 1.1718 1.4150 -1.1320
H 1.1181 -0.1760 -0.3610
H 0.8940 1.8690 2.4944
H 2.0227 2.2089 1.1523
H 1.8073 0.5742 1.7332
H -0.7690 -0.2966 -3.4677
H 0.2183 -1.2355 -2.5802
```

---

# 2
DFT (wB97M-V/def2-TZVPD) results for C60H46BiFGeNO3P3S2Te as an isolated structure.

Output
Energy above the lowest of the compared OMol25 structures with the same formula, charge and spin (eV): 2.919
Net charge: -2
Multiplicity: 1
Frontier orbital gap (hartree): 0.1835
LUMO (eV): 4.0214

```
119
C60H46BiFGeNO3P3S2Te wB97M-V/def2-TZVPD
Bi -1.4270 1.2305 -1.4421
F 3.2605 -1.9573 3.1128
Ge 2.0493 -1.3120 1.9213
C 2.4721 -2.6647 0.5527
C 3.7053 -3.3171 0.7572
C 4.0710 -4.3974 -0.0285
C 3.1962 -4.8564 -1.0123
C 1.9939 -4.2032 -1.2108
C 1.6104 -3.0824 -0.4559
P -0.1218 -2.0442 -0.8228
C 0.3391 -1.9663 -2.6227
C -0.6296 -2.0537 -3.6223
C -0.2841 -2.0285 -4.9715
C 1.0428 -1.9026 -5.3498
C 2.0222 -1.7888 -4.3684
C 1.6712 -1.8171 -3.0276
C -1.0106 -3.6338 -0.4743
C -1.4554 -4.5424 -1.4289
C -2.1107 -5.7111 -1.0552
C -2.3437 -5.9906 0.2844
C -1.9034 -5.0919 1.2510
C -1.2415 -3.9323 0.8710
C 0.6071 -1.7748 3.1866
C 0.8339 -3.0051 3.8237
C -0.0151 -3.4440 4.8249
C -1.0746 -2.6371 5.2331
C -1.3049 -1.4289 4.5984
C -0.4907 -0.9873 3.5453
P -0.9112 0.4685 2.4166
C -2.7279 0.2472 2.6164
C -3.2559 -0.8985 2.0205
C -4.6125 -1.1767 2.0650
C -5.4776 -0.3084 2.7189
C -4.9652 0.8266 3.3318
C -3.6018 1.1012 3.2827
C -0.4362 1.8433 3.5603
C -0.9894 3.1247 3.4463
C -0.5373 4.1706 4.2436
C 0.5053 3.9784 5.1408
C 1.0958 2.7245 5.2311
C 0.6246 1.6716 4.4569
C 3.0027 0.4535 1.8121
C 3.9675 0.6209 2.8241
C 4.8328 1.7006 2.8372
C 4.7774 2.6517 1.8276
C 3.8250 2.5228 0.8385
C 2.9235 1.4501 0.8188
P 1.5910 1.4912 -0.4588
C 2.5415 1.4299 -2.0488
C 1.9054 1.6908 -3.2673
C 2.6054 1.6437 -4.4655
C 3.9505 1.3029 -4.4816
C 4.5805 0.9755 -3.2882
C 3.8826 1.0354 -2.0876
C 1.1730 3.3016 -0.3067
C 0.8568 3.7601 0.9755
C 0.4845 5.0761 1.1931
C 0.4073 5.9669 0.1283
C 0.7007 5.5233 -1.1495
C 1.0805 4.2009 -1.3653
H 4.3684 -2.9814 1.5420
H 5.0236 -4.8886 0.1367
H 3.4599 -5.7157 -1.6221
H 1.3294 -4.5633 -1.9938
H -1.6729 -2.1270 -3.3398
H -1.0601 -2.0987 -5.7256
H 1.3143 -1.8781 -6.3996
H 3.0616 -1.6660 -4.6465
H 2.4497 -1.7369 -2.2800
H -1.2970 -4.3422 -2.4813
H -2.4483 -6.4035 -1.8184
H -2.8653 -6.8962 0.5723
H -2.0762 -5.2874 2.3036
H -0.8927 -3.2434 1.6368
H 1.6755 -3.6167 3.5272
H 0.1521 -4.4087 5.2912
H -1.7318 -2.9627 6.0321
H -2.1536 -0.8242 4.9025
H -2.5938 -1.5860 1.5037
H -4.9879 -2.0623 1.5649
H -6.5430 -0.5063 2.7382
H -5.6278 1.5110 3.8494
H -3.2316 1.9857 3.7802
H -1.7406 3.3138 2.6888
H -0.9898 5.1510 4.1394
H 0.8620 4.7983 5.7531
H 1.9300 2.5611 5.9040
H 1.0988 0.7014 4.5495
H 4.0350 -0.1172 3.6057
H 5.5575 1.7951 3.6382
H 5.4560 3.4971 1.8234
H 3.7548 3.2796 0.0650
H 0.8437 1.9303 -3.3135
H 2.0777 1.8562 -5.3878
H 4.4962 1.2658 -5.4177
H 5.6210 0.6713 -3.2844
H 4.3950 0.7683 -1.1719
H 0.8965 3.0758 1.8163
H 0.2361 5.3958 2.1981
H 0.1026 6.9939 0.2938
H 0.6214 6.1961 -1.9954
H 1.2889 3.8892 -2.3763
O -1.9467 0.6163 -3.7056
N -2.9865 1.1999 -4.2888
C -3.9560 0.3732 -4.7403
C -5.0752 0.8473 -5.3640
C -5.2084 2.2338 -5.5101
C -4.2224 3.0626 -5.0479
C -3.0400 2.5739 -4.4304
S -1.7904 3.5494 -3.8390
H -3.7609 -0.6701 -4.5391
H -5.8320 0.1540 -5.7024
H -6.0930 2.6507 -5.9773
H -4.3031 4.1370 -5.1305
O -1.5032 1.9139 0.8484
O -2.5735 2.9281 0.7587
Te -3.9428 2.1005 -0.4560
S -3.3845 -1.5642 -1.1378
C -1.8385 -1.0609 -1.2765
```

---

Number 1: HOMO level -8.498 eV. Number 2: HOMO level -0.971 eV.